Density functional theory data (ωB97M-V with the def2-TZVPD basis set) for C27H64BF3O24S7 as an isolated structure at a distorted geometry.

```
126
Properties=species:S:1:pos:R:3:forces:R:3:lowdin_charge:R:1
C -2.697437 -1.668466 4.172009 -0.3051 0.1397 -0.1238 -0.09
C -3.719797 -1.610948 3.016945 1.1460 0.1669 0.0168 -0.22
C -3.036342 -1.952742 1.678740 -1.1102 -0.3076 0.8451 -0.17
C -2.937798 -3.474111 1.498847 0.4263 0.7380 0.4870 -0.08
C -1.613018 -3.978716 0.943935 -0.4654 0.0323 -0.6445 -0.24
B -0.729766 -2.986235 0.022820 -0.1240 0.4219 -0.2131 -0.61
O 0.032715 -2.040360 0.635937 -0.0432 -0.1560 -0.1702 0.19
O -0.676386 -3.098853 -1.327381 0.2692 -0.8108 0.3726 0.10
C 0.627479 -3.118946 -1.915181 0.4391 0.4243 -0.7803 -0.21
C 0.497408 -2.866028 -3.401254 -0.2805 0.2096 0.4094 -0.05
O -0.719098 -4.293909 2.089479 -0.0896 -0.2138 0.0162 -0.14
S 0.254127 -5.478672 1.703016 0.9510 0.0431 -0.4227 0.62
O 0.246947 -6.416330 2.766115 -0.3733 -0.2008 -0.1071 -0.20
O 1.502380 -5.006916 1.212706 0.0224 0.1967 0.0962 -0.21
O -0.522450 -5.990644 0.378664 -0.1088 0.1779 0.4612 -0.11
C -1.816495 -5.392581 0.430221 -0.6614 -0.3382 0.6269 -0.17
C -2.659126 -5.623053 -0.828996 0.4358 -0.3140 -0.7740 -0.51
F -2.977084 -4.486371 -1.468859 -0.0919 -0.5290 0.2658 0.17
F -3.820282 -6.241449 -0.488786 0.5702 0.3849 -0.2475 0.14
F -2.001587 -6.429282 -1.696668 -0.5255 0.4951 0.4288 0.16
H -1.783947 -2.162481 3.855483 0.1590 -0.3171 0.0931 0.06
H -3.086294 -2.156835 5.057806 -0.0019 -0.2017 0.1443 0.07
H -2.415225 -0.664574 4.469264 0.1068 0.2003 0.0184 0.07
H -4.543264 -2.287004 3.209314 -0.3828 0.0229 -0.0631 0.10
H -4.053679 -0.583740 2.945587 -0.5263 0.0768 0.0094 0.10
H -2.075803 -1.461647 1.711538 0.1287 0.2277 -0.3567 0.08
H -3.654889 -1.536556 0.895493 0.3154 0.1898 -0.4529 0.10
H -3.779040 -3.808585 0.902749 0.0052 -0.1551 -0.3746 0.13
H -3.072553 -3.947443 2.469592 0.1078 -0.2265 0.1764 0.14
H -0.193563 -1.915526 1.557492 0.1610 -0.0427 0.3703 0.11
H 1.109567 -4.076930 -1.739399 -0.1146 -0.2673 0.1959 0.13
H 1.279007 -2.357634 -1.493854 -0.1089 0.1930 0.3176 0.11
H 1.466114 -2.628545 -3.822251 0.2233 -0.1382 -0.1865 0.08
H 0.042877 -3.707302 -3.908851 -0.0225 -0.1666 -0.1879 0.08
H -0.140879 -1.997152 -3.528807 -0.1174 0.1600 -0.1609 0.08
H -2.372598 -5.894236 1.225993 -0.1073 -0.2042 -0.0134 0.17
O -1.113514 2.674669 -0.250003 -0.3933 0.1529 -0.0466 -0.28
S -0.584653 1.861355 0.805696 0.8059 -0.3161 -0.1080 0.59
O -1.469027 1.081923 1.619372 -0.3545 -0.0542 0.0559 -0.27
O 0.319000 2.766645 1.744017 -0.0132 0.1074 -0.0161 -0.25
C -0.255640 3.993328 2.248541 -0.2444 0.3614 0.2771 -0.25
C -1.175066 3.755222 3.428730 -0.1063 -0.1866 -0.0527 -0.07
C 0.689400 0.824750 0.178201 -0.6509 0.2255 -0.0543 -0.16
H -0.772028 4.520152 1.445498 0.0134 -0.1078 -0.0867 0.11
H 0.587280 4.608677 2.555307 0.1612 -0.1464 -0.0980 0.12
H -2.074443 3.218944 3.128321 -0.0029 0.0127 -0.0165 0.07
H -1.472503 4.710096 3.861509 0.0473 0.0464 -0.0255 0.08
H -0.673426 3.157058 4.189388 0.0457 0.0503 0.0262 0.08
H 1.386497 1.434019 -0.389416 -0.2275 0.0491 0.0984 0.07
H 0.214726 0.084830 -0.462886 -0.0522 0.0888 0.0533 0.08
H 1.189197 0.334873 1.008881 -0.4476 0.1925 -0.1746 0.05
O -1.681715 9.708320 0.958793 -0.1904 0.0828 0.2052 -0.27
S -0.836700 8.603889 1.292195 0.3907 -0.2397 -0.3685 0.57
O -1.242010 7.648682 2.278001 -0.1971 0.0372 0.1105 -0.28
O 0.605104 9.159604 1.673555 0.0106 -0.0240 -0.0662 -0.26
C 0.675180 10.200393 2.670534 0.0379 0.3005 0.3852 -0.25
C 0.546450 9.658418 4.080081 -0.1366 -0.1572 -0.0504 -0.07
C -0.372618 7.753581 -0.173944 0.1018 -0.0029 -0.0312 -0.12
H -0.081397 10.958061 2.462194 -0.0587 -0.0845 -0.0853 0.11
H 1.650072 10.662542 2.529612 0.0381 -0.1057 -0.1385 0.12
H -0.454189 9.270498 4.265014 -0.0067 0.0174 -0.0082 0.07
H 0.746364 10.450179 4.802113 0.0357 0.0359 -0.0306 0.08
H 1.252191 8.844267 4.242661 0.0579 0.0383 0.0096 0.08
H -0.006967 8.471062 -0.901687 -0.0184 -0.0008 -0.0309 0.06
H -1.258934 7.252345 -0.555198 -0.0484 0.0220 0.0412 0.08
H 0.394244 7.024016 0.072455 0.0006 -0.0105 0.0147 0.08
O 3.128680 1.209177 1.398090 0.2398 0.0451 0.1687 -0.27
S 3.717872 0.281618 0.480975 1.1062 -0.2471 0.0883 0.57
O 2.880688 -0.494700 -0.380167 0.2168 -0.1705 -0.1613 -0.28
O 4.695364 -0.680335 1.279297 -0.0167 0.1718 -0.1405 -0.25
C 4.171857 -1.337397 2.458243 -0.1937 -0.3680 0.4469 -0.23
C 3.299475 -2.521271 2.103289 -0.1611 0.1653 -0.2111 -0.07
C 4.944736 1.093009 -0.483375 0.0200 0.0276 -0.0023 -0.11
H 3.633219 -0.611124 3.068455 0.0222 0.1020 -0.0954 0.12
H 5.046560 -1.654629 3.021983 0.1339 0.0974 -0.1534 0.12
H 2.386778 -2.186258 1.610283 -0.0114 -0.1083 -0.0145 0.05
H 3.018653 -3.076760 2.997880 0.0655 0.0309 0.0523 0.09
H 3.810057 -3.197820 1.419725 0.0352 -0.0288 0.0417 0.09
H 5.608484 1.637066 0.181901 -0.0050 0.0027 0.0217 0.08
H 4.426365 1.778531 -1.149532 -0.0491 0.0070 -0.0042 0.08
H 5.487396 0.346337 -1.056015 -0.0164 -0.0292 -0.0038 0.08
O 4.784740 -11.411510 2.328508 0.1833 0.0073 0.0625 -0.28
S 4.167559 -10.779569 1.203275 -0.4049 0.0021 -0.0377 0.56
O 4.942517 -9.954784 0.331354 0.1958 0.0082 -0.0251 -0.27
O 2.896791 -9.971542 1.703053 -0.0223 -0.0962 -0.0677 -0.26
C 3.077284 -9.046444 2.800223 0.0335 0.4055 0.4094 -0.24
C 3.688137 -7.735386 2.353730 0.1624 -0.0842 -0.2167 -0.07
C 3.303842 -11.978544 0.248315 -0.0489 -0.0379 -0.0114 -0.12
H 3.668934 -9.521182 3.584105 0.0382 -0.1139 -0.1051 0.11
H 2.078742 -8.878830 3.198160 -0.0818 -0.1090 -0.1454 0.12
H 4.721194 -7.865893 2.032298 -0.0007 -0.0264 0.0232 0.07
H 3.672058 -7.017979 3.174045 -0.0802 -0.0211 0.0350 0.08
H 3.130153 -7.320922 1.515430 -0.0573 0.0608 0.0455 0.07
H 2.674279 -12.565359 0.910485 -0.0027 0.0026 0.0174 0.07
H 4.052426 -12.609366 -0.224829 0.0475 0.0233 0.0131 0.08
H 2.711990 -11.464497 -0.503589 0.0076 0.0238 -0.0062 0.07
O -3.435444 -0.541084 -1.367328 0.0349 -0.4533 0.1220 -0.27
S -4.571487 0.144320 -1.899235 0.0868 0.8109 -0.2846 0.56
O -5.858563 -0.003346 -1.294775 -0.0211 -0.2430 0.1813 -0.27
O -4.686016 -0.158739 -3.455937 0.0440 -0.0273 0.0249 -0.26
C -4.684592 -1.544914 -3.862269 -0.0501 -0.4774 -0.1354 -0.25
C -6.033423 -2.206425 -3.662404 -0.0478 0.1082 0.1740 -0.07
C -4.184831 1.854324 -2.028644 -0.0536 0.0506 -0.0744 -0.12
H -3.893538 -2.080045 -3.333992 0.0183 0.1026 0.0828 0.11
H -4.421641 -1.530222 -4.917871 0.0196 0.1775 -0.0005 0.12
H -6.272014 -2.307894 -2.604571 0.0172 -0.0068 0.0020 0.07
H -6.028720 -3.200386 -4.110032 0.0441 0.0055 -0.0408 0.08
H -6.822855 -1.613488 -4.123268 0.0083 -0.0181 -0.0637 0.08
H -3.231322 1.961000 -2.536898 0.0322 -0.0116 0.0358 0.07
H -4.115690 2.243616 -1.015556 0.0372 -0.0529 0.0337 0.08
H -4.981953 2.351267 -2.574825 -0.0261 -0.0087 0.0041 0.07
O 2.658292 7.457285 -3.602790 -0.0296 -0.2033 0.1622 -0.27
S 1.544325 8.141487 -4.181849 -0.0365 0.4120 -0.3793 0.56
O 0.242449 8.027321 -3.598644 0.0305 -0.1269 0.2321 -0.28
O 1.455805 7.781288 -5.724775 0.0548 0.0496 0.0381 -0.26
C 1.460936 6.381837 -6.086674 -0.0814 -0.5058 -0.1464 -0.25
C 0.106922 5.730719 -5.889561 -0.0531 0.1322 0.1784 -0.07
C 1.933891 9.845802 -4.375446 0.0303 0.0395 -0.0402 -0.12
H 2.240807 5.863137 -5.527949 0.0141 0.1144 0.0835 0.11
H 1.742425 6.363266 -7.137178 0.0205 0.1861 -0.0044 0.12
H -0.150533 5.662865 -4.833506 0.0176 -0.0136 0.0040 0.07
H 0.116453 4.723317 -6.305326 0.0431 0.0038 -0.0411 0.08
H -0.672229 6.310555 -6.383227 0.0120 -0.0227 -0.0663 0.09
H 2.896255 9.929706 -4.871438 0.0129 -0.0099 -0.0036 0.08
H 1.979568 10.278582 -3.378878 -0.0142 -0.0376 0.0320 0.08
H 1.148797 10.319621 -4.957746 -0.0247 -0.0124 0.0051 0.08
```
Positions in Å, forces in eV/Å.

Computed properties:
Max |F| = 1.429 eV/Å
Gap between HOMO and LUMO = 0.392 Eh
Molecular weight = 1065.1 g mol⁻¹
HOMO energy = -10.5 eV

=====

Density functional theory data (ωB97M-V with the def2-TZVPD basis set) for a 7-piece molecular cluster, C27H64BNO23PS7 overall at a distorted geometry.

```
124
Properties=species:S:1:pos:R:3:forces:R:3:lowdin_charge:R:1
C 1.280890 -7.179692 1.173032 -0.0682 -0.0221 -0.1060 -0.11
C 0.318689 -6.701504 -0.106698 -0.3636 0.0323 1.2728 -0.19
C -0.919822 -5.838734 0.584771 -1.8010 2.7941 1.3277 -0.09
C -0.542279 -4.394661 1.339467 -4.3956 -1.8566 -0.3767 0.10
C -1.731261 -3.489149 2.090302 1.0250 -3.1111 -2.0207 -0.03
C -1.324907 -2.094895 2.851975 -1.9594 -0.2207 0.0712 -0.19
P 0.546467 -1.746880 2.976987 5.0957 -2.3822 2.6185 0.75
O 1.400574 -2.955728 3.591556 -3.6586 4.0261 -2.7243 -0.38
O 0.768796 -0.395619 4.107996 -0.9851 -2.8178 -2.0532 -0.21
O 1.152811 -1.331838 1.372293 -1.0293 -1.6061 2.6733 -0.22
N -3.191369 -3.988753 2.058093 3.3035 -2.3854 -1.7897 -0.06
C -4.357791 -3.255003 2.696589 -0.8154 -0.0248 1.8194 -0.07
B -5.548039 -2.817332 1.631189 -2.1605 0.3521 -2.1798 -0.37
O -6.779913 -3.683139 1.634552 3.4658 0.5122 -1.5923 0.02
O -5.486697 -1.663564 0.700967 1.2606 -2.0368 4.0162 0.08
C -3.559049 -5.324405 1.376595 3.1305 -0.3921 -1.0972 0.06
C -2.493117 -6.297495 0.600657 1.6013 3.9786 1.5938 -0.43
S -3.026843 -7.878999 -0.247818 0.6705 1.5038 0.2259 0.72
H 0.711421 -6.960299 2.172665 1.2427 -0.5810 -1.8734 0.09
H 2.294408 -6.589888 1.175603 -2.0453 -1.1628 -0.0008 0.09
H 1.501729 -8.330785 1.075483 -0.4331 2.4007 0.2675 0.09
H -0.099480 -7.670634 -0.615800 0.6911 2.1770 0.8645 0.09
H 0.970872 -6.059501 -0.855542 -1.7656 -1.2154 1.5165 0.13
H 0.584535 -4.085845 1.286073 -2.5866 -0.4456 0.5246 0.09
H -1.888654 -1.203548 2.339275 1.1149 -1.5466 0.8767 0.11
H -1.733054 -2.152797 3.970552 1.0677 0.1071 -2.3302 0.14
H 1.003806 -0.792106 5.008126 -0.1625 0.1588 -1.6859 0.08
H 1.715458 -2.112528 1.038054 -1.0248 1.6478 1.1648 0.10
H -4.066701 -2.298022 3.301697 0.1082 -1.9077 -1.1705 0.13
H -4.835428 -4.008534 3.490026 1.0878 1.6892 -1.7318 0.16
H -6.655949 -4.455527 0.990120 -0.5094 1.6776 1.3099 0.12
H -4.818778 -1.005577 1.090689 -1.2124 -1.0613 -1.1210 0.10
H -4.693780 -5.693059 1.399852 2.7774 1.2593 0.1942 0.15
H -2.305360 -7.898925 -1.470543 -0.6195 0.6299 1.4303 -0.08
O -3.703521 2.018720 -1.511629 0.4651 -0.3310 1.2839 -0.27
S -2.834460 1.557332 -0.450652 0.8365 0.7968 -0.7149 0.62
O -3.322919 1.304137 0.888335 -0.1172 -0.0931 -0.6452 -0.31
O -1.541058 2.543543 -0.357777 -0.7571 -1.8087 -0.2676 -0.27
C -1.756879 3.939839 -0.210596 -0.2551 1.4782 0.3462 -0.27
C -2.129389 4.294918 1.216298 -0.2690 -0.0881 0.2494 -0.07
C -1.970967 0.111957 -1.014028 0.1438 0.0464 0.0529 -0.11
H -2.514850 4.293543 -0.917834 0.0890 -0.1872 0.0176 0.12
H -0.817338 4.438057 -0.469093 -0.0721 -0.3806 -0.1267 0.13
H -3.112156 3.891710 1.478206 0.0909 0.0738 -0.0403 0.07
H -2.163410 5.380079 1.349006 0.0844 -0.1206 -0.1256 0.08
H -1.407917 3.871934 1.922766 -0.0083 0.1136 -0.1349 0.09
H -1.552766 0.312493 -2.001826 -0.0515 0.0248 0.1541 0.08
H -2.688303 -0.709334 -1.069758 -0.0698 0.1902 0.0022 0.07
H -1.182765 -0.130191 -0.298653 -0.0337 0.1024 -0.0820 0.06
O -2.894755 -8.262068 -4.216667 -0.4949 0.0809 -0.5189 -0.31
S -4.138519 -7.987716 -4.903398 -0.6284 0.3881 -0.6186 0.62
O -4.579714 -8.771110 -6.037958 0.8131 0.5846 1.1593 -0.27
O -4.184562 -6.410142 -5.307458 -0.4791 -1.1545 0.9756 -0.27
C -3.107488 -5.866073 -6.056980 0.8600 0.4000 -0.8979 -0.28
C -3.206714 -6.243810 -7.522702 -0.0190 -0.3209 -0.2049 -0.07
C -5.449479 -7.948270 -3.706758 -0.0225 0.1758 0.0014 -0.12
H -2.144643 -6.171410 -5.633293 -0.1709 -0.0871 0.0640 0.11
H -3.170096 -4.777434 -5.963563 -0.2256 -0.2130 0.2537 0.12
H -3.052184 -7.317734 -7.663458 0.0033 0.1537 0.0145 0.07
H -2.451930 -5.714164 -8.111021 -0.0891 0.0034 0.1275 0.08
H -4.199107 -6.005559 -7.918842 0.1716 0.0616 0.0876 0.09
H -5.146472 -7.315303 -2.871061 -0.0031 -0.0573 -0.1446 0.05
H -5.621564 -8.969561 -3.361001 0.1295 0.0721 -0.1651 0.08
H -6.351471 -7.559687 -4.183281 0.1764 -0.0628 0.0105 0.08
O 1.137293 0.969377 -4.925005 0.4818 0.8250 0.2090 -0.30
S 1.319430 2.389969 -4.718694 0.0347 0.5750 0.1664 0.62
O 2.431097 3.114856 -5.296899 -0.8474 -1.0093 0.4453 -0.28
O 1.263435 2.705479 -3.121371 -0.6633 0.0152 -1.1793 -0.27
C 2.133609 1.992357 -2.254112 0.9054 -0.3615 0.6511 -0.28
C 3.546082 2.542233 -2.312649 0.2260 -0.0030 -0.2895 -0.07
C -0.183853 3.224030 -5.162096 -0.0365 0.0375 0.1948 -0.12
H 2.115865 0.920589 -2.479526 -0.0939 0.1036 -0.1472 0.11
H 1.744404 2.114670 -1.238564 -0.2717 0.1083 -0.2637 0.12
H 4.002601 2.350743 -3.288316 -0.0258 0.0287 0.1683 0.07
H 4.174901 2.076483 -1.548446 -0.1021 0.0706 -0.0311 0.08
H 3.547191 3.626691 -2.162698 -0.0191 -0.1930 0.0694 0.09
H -1.023948 2.715578 -4.686105 0.1485 0.0653 -0.0329 0.07
H -0.285750 3.181135 -6.248361 0.1710 -0.0804 0.1411 0.08
H -0.121057 4.263581 -4.834911 0.0340 -0.1627 -0.0160 0.08
O 1.437293 -1.088851 7.807906 0.3922 0.7657 -0.1488 -0.29
S 1.619430 0.331741 8.014217 0.1675 0.7762 0.7984 0.62
O 2.731097 1.056628 7.436012 -0.8872 -1.0300 0.3125 -0.28
O 1.563435 0.647251 9.611541 -0.7108 0.0471 -1.5474 -0.26
C 2.433609 -0.065871 10.478799 0.9853 -0.5291 0.7535 -0.28
C 3.846082 0.484005 10.420263 0.2602 0.0715 -0.2726 -0.07
C 0.116147 1.165802 7.570816 -0.0675 0.0148 0.1961 -0.12
H 2.415865 -1.137639 10.253385 -0.1012 0.1440 -0.1157 0.12
H 2.044404 0.056443 11.494348 -0.2522 0.1022 -0.3157 0.13
H 4.302601 0.292515 9.444596 -0.0462 0.0037 0.1429 0.07
H 4.474901 0.018255 11.184466 -0.1479 0.0401 -0.0401 0.08
H 3.847191 1.568463 10.570213 -0.0403 -0.1798 0.0707 0.09
H -0.723948 0.657350 8.046806 0.1653 0.0534 -0.0130 0.08
H 0.014250 1.122908 6.484550 0.1553 -0.0162 0.0968 0.06
H 0.178943 2.205353 7.898001 0.0529 -0.1754 -0.0454 0.08
O 7.008313 2.604887 -2.754948 0.5678 -0.2276 0.9668 -0.29
S 7.862854 1.917690 -1.810840 0.5743 -0.0102 -0.0601 0.62
O 7.729267 2.096963 -0.380595 -0.1676 0.0985 -1.2162 -0.29
O 9.418676 2.165196 -2.225911 -1.1948 -0.9615 0.1248 -0.27
C 9.878118 3.499804 -2.385971 0.4025 1.1862 0.0650 -0.28
C 10.130936 4.162655 -1.045232 -0.1947 0.0705 0.3241 -0.08
C 7.813363 0.178435 -2.163914 0.1956 -0.0276 -0.0754 -0.12
H 9.175782 4.083698 -2.990623 -0.0405 -0.1994 0.0644 0.12
H 10.818913 3.449943 -2.942925 -0.2342 -0.3343 0.0034 0.12
H 9.195098 4.316211 -0.499675 0.1240 0.0008 -0.0834 0.07
H 10.607541 5.137971 -1.179212 -0.0169 -0.1373 -0.0622 0.08
H 10.772081 3.535997 -0.416927 -0.0229 0.1005 -0.1626 0.09
H 7.967227 0.030363 -3.234079 -0.0071 0.0864 0.1579 0.08
H 6.831251 -0.197656 -1.870300 0.0918 0.2149 0.0100 0.07
H 8.591881 -0.322058 -1.585056 -0.1016 0.1374 -0.0627 0.08
O -1.828195 7.117401 -2.968505 -0.1115 0.3321 1.0385 -0.29
S -1.711234 8.088749 -1.902379 -0.2070 0.7084 -0.0863 0.62
O -1.581276 7.696215 -0.515074 -0.1909 -0.1806 -1.1018 -0.30
O -2.927552 9.165085 -2.029641 1.4610 -0.3712 -0.0924 -0.26
C -4.262934 8.683081 -2.077720 -1.1308 -0.4390 0.1551 -0.27
C -4.758330 8.287008 -0.699831 0.0922 -0.2185 0.2840 -0.07
C -0.386645 9.203865 -2.294934 -0.1162 0.1350 -0.0173 -0.12
H -4.351668 7.851409 -2.785012 0.1825 0.0870 0.0490 0.12
H -4.884273 9.498962 -2.459893 0.4022 0.0291 -0.0406 0.13
H -4.221403 7.410177 -0.325825 -0.0834 0.0927 -0.0561 0.06
H -5.824419 8.043956 -0.726721 0.1085 0.0807 -0.0651 0.08
H -4.595381 9.096505 0.018986 -0.0814 -0.0643 -0.1622 0.09
H -0.506843 9.547446 -3.323698 -0.0478 -0.0832 0.1600 0.08
H 0.554517 8.660728 -2.188106 -0.2126 -0.0650 0.0320 0.08
H -0.413062 10.043458 -1.597764 -0.0514 -0.1604 -0.0763 0.08
```
Positions in Å, forces in eV/Å.

Computed properties:
Net charge = +1
Max |F| = 6.205 eV/Å
Gap between HOMO and LUMO = 0.266 Eh
Molecular weight = 1037.0 g mol⁻¹
HOMO energy = -12.0 eV